(1)
ORCA calculation (ωB97M-V/def2-TZVPD) on a 9-piece molecular cluster, C52H127N9O12 overall at a distorted geometry.

Properties
Max |F|, eV/Å: 4.03
HOMO-LUMO gap, eV: 8.36
SMILES string: CC1(C)CCCC(C)(C)N1O.CC1(C)CCCC(C)(C)N1O.COC[C@H](C)N.COC[C@H](C)N.COC[C@H](C)N.COC[C@H](C)N.COCCNCCOC.COCCNCCOC.COCCNCCOC

Geometry as XYZ:
```
200
C52H127N9O12 | the Open Molecules 2025 dataset | ωB97M-V/def2-TZVPD
C 0.339 -0.795 1.175
C -0.432 0.182 0.356
C -0.406 1.552 0.888
C 0.366 0.128 -0.989
C -0.304 0.860 -2.142
C -1.617 0.153 -2.390
C -2.532 0.043 -1.048
C -3.346 1.398 -0.763
C -3.569 -1.048 -1.326
N -1.717 -0.438 0.107
O -2.337 -0.551 1.302
H 0.344 -1.789 0.727
H 1.387 -0.555 1.357
H -0.104 -0.869 2.168
H 0.613 1.785 1.196
H -0.690 2.325 0.174
H -1.077 1.776 1.718
H 1.349 0.596 -0.938
H 0.545 -0.900 -1.304
H -0.357 1.938 -1.986
H 0.182 0.833 -3.117
H -1.517 -0.841 -2.827
H -2.011 0.921 -3.056
H -3.144 1.761 0.246
H -4.429 1.282 -0.749
H -3.010 2.207 -1.412
H -3.939 -1.052 -2.352
H -4.371 -1.148 -0.596
H -3.047 -2.002 -1.253
H -2.517 -1.493 1.255
C 4.026 -10.663 1.678
C 5.188 -9.565 1.700
C 4.681 -8.607 2.869
C 6.567 -10.231 2.070
C 7.700 -9.133 2.097
C 7.900 -8.621 0.695
C 6.638 -8.012 0.136
C 6.370 -6.593 0.731
C 6.698 -7.869 -1.378
N 5.435 -8.848 0.390
O 4.262 -8.276 -0.170
H 3.044 -10.360 1.315
H 4.243 -11.446 0.952
H 3.782 -11.166 2.614
H 3.709 -8.134 2.737
H 4.615 -9.331 3.682
H 5.331 -7.789 3.179
H 6.429 -10.819 2.978
H 6.852 -10.952 1.304
H 7.386 -8.295 2.720
H 8.606 -9.544 2.542
H 8.231 -9.468 0.094
H 8.729 -7.915 0.738
H 7.201 -5.937 0.474
H 6.323 -6.545 1.819
H 5.626 -5.906 0.325
H 5.790 -7.409 -1.767
H 6.898 -8.804 -1.902
H 7.407 -7.174 -1.828
H 3.848 -9.108 -0.410
C -9.363 11.440 1.036
O -10.173 10.543 0.187
C -9.524 10.000 -1.049
C -10.068 8.701 -1.677
C -9.544 7.509 -0.853
N -9.469 8.546 -3.030
H -9.667 11.341 2.078
H -9.491 12.518 0.940
H -8.300 11.201 1.062
H -9.604 10.751 -1.836
H -8.448 9.904 -0.905
H -11.151 8.588 -1.632
H -9.861 6.529 -1.210
H -9.885 7.551 0.181
H -8.460 7.535 -0.968
H -9.892 9.072 -3.781
H -9.523 7.602 -3.384
C 7.525 -0.481 -9.899
O 7.846 -0.037 -8.652
C 6.866 0.835 -8.176
C 6.935 1.080 -6.645
C 8.052 1.949 -6.176
N 6.970 -0.098 -5.889
H 8.428 -0.462 -10.509
H 6.901 0.250 -10.413
H 7.097 -1.484 -9.921
H 6.850 1.719 -8.814
H 5.912 0.316 -8.266
H 5.991 1.450 -6.247
H 8.103 1.851 -5.091
H 7.945 3.007 -6.415
H 8.954 1.479 -6.568
H 7.629 -0.587 -6.478
H 6.071 -0.541 -6.007
C -10.387 1.538 6.090
O -9.701 2.722 6.381
C -8.345 2.685 5.952
C -7.892 4.248 6.115
C -6.477 4.559 5.582
N -7.899 4.590 7.546
H -10.623 1.576 5.026
H -11.254 1.371 6.728
H -9.705 0.753 6.417
H -7.685 2.123 6.613
H -8.127 2.202 4.999
H -8.588 4.771 5.459
H -6.150 5.598 5.532
H -6.362 4.283 4.534
H -5.780 3.913 6.116
H -8.579 4.019 8.027
H -8.110 5.575 7.630
C -3.865 -7.106 1.772
O -5.311 -6.864 1.717
C -5.934 -7.859 0.877
C -7.517 -7.659 0.856
C -8.273 -7.916 2.154
N -8.027 -8.480 -0.239
H -3.500 -7.968 2.331
H -3.194 -6.270 1.969
H -3.533 -7.455 0.795
H -5.523 -7.942 -0.130
H -5.674 -8.803 1.357
H -7.766 -6.630 0.595
H -8.463 -8.906 2.567
H -9.259 -7.504 1.937
H -7.845 -7.392 3.008
H -7.496 -9.327 -0.095
H -7.760 -8.137 -1.150
C 9.978 5.362 2.566
O 10.367 6.751 2.664
C 11.620 7.141 2.157
C 12.249 8.325 2.933
N 13.475 8.691 2.229
C 14.398 9.620 2.870
C 15.852 9.360 2.417
O 16.055 8.016 2.631
C 17.323 7.536 2.304
H 9.892 5.209 1.491
H 9.038 5.184 3.089
H 10.605 4.570 2.975
H 11.363 7.407 1.132
H 12.409 6.389 2.190
H 12.468 8.116 3.980
H 11.566 9.169 2.839
H 14.010 8.009 1.711
H 14.353 9.667 3.958
H 14.071 10.644 2.692
H 16.474 10.121 2.889
H 15.968 9.542 1.348
H 17.345 7.461 1.216
H 17.338 6.524 2.707
H 18.178 8.103 2.673
C -7.150 -5.839 11.796
O -6.228 -4.858 11.230
C -4.914 -5.296 10.830
C -4.121 -4.265 10.087
N -2.693 -4.484 10.369
C -1.814 -3.649 9.439
C -0.426 -4.189 9.500
O -0.426 -5.657 9.567
C 0.797 -5.970 10.139
H -7.009 -6.881 11.509
H -8.167 -5.485 11.631
H -6.946 -5.829 12.866
H -4.828 -6.226 10.269
H -4.410 -5.542 11.765
H -4.395 -3.212 10.159
H -4.343 -4.570 9.064
H -2.368 -5.440 10.343
H -1.784 -2.598 9.729
H -2.159 -3.724 8.408
H -0.023 -3.645 10.354
H 0.104 -3.705 8.679
H 1.173 -6.989 10.038
H 0.709 -5.626 11.169
H 1.530 -5.411 9.557
C -2.277 0.734 -11.152
O -3.235 1.803 -10.966
C -2.639 3.123 -11.227
C -3.571 4.334 -11.210
N -4.503 4.199 -12.395
C -5.308 5.347 -12.568
C -5.490 5.514 -14.116
O -6.534 4.662 -14.559
C -7.101 5.138 -15.674
H -1.961 0.537 -10.127
H -1.299 0.827 -11.626
H -2.857 -0.065 -11.615
H -2.078 3.113 -12.161
H -1.867 3.196 -10.460
H -2.907 5.182 -11.381
H -4.055 4.498 -10.247
H -5.050 3.381 -12.165
H -4.829 6.263 -12.221
H -6.235 5.187 -12.017
H -4.618 5.256 -14.716
H -5.737 6.561 -14.294
H -7.952 4.551 -16.018
H -6.298 5.002 -16.399
H -7.319 6.205 -15.714
```

(2)
ORCA calculation (ωB97M-V/def2-TZVPD) on C52H128F9N10O16V as an isolated structure at a distorted geometry.

Properties
Max |F|, eV/Å: 4.18
HOMO-LUMO gap (alpha / beta), eV: 8.90 / 8.90
Spin multiplicity: 3

Geometry as XYZ:
```
216
C52H128F9N10O16V | the Open Molecules 2025 dataset | ωB97M-V/def2-TZVPD
V -3.428 -0.084 -0.217
C -3.999 -2.801 -0.644
O -3.013 -2.328 -1.633
O -4.041 -1.774 0.242
C -5.464 -2.790 -1.199
F -5.488 -3.852 -2.114
F -6.422 -3.000 -0.246
F -5.789 -1.722 -1.854
C -2.275 -3.367 -2.280
C -1.990 -2.899 -3.653
H -2.969 -2.671 -4.146
H -1.389 -1.993 -3.591
H -1.457 -3.702 -4.179
H -2.850 -4.296 -2.351
H -1.393 -3.437 -1.687
H -3.732 -3.723 -0.180
C -5.257 1.551 1.263
O -5.904 0.708 2.114
O -4.929 1.049 0.069
C -5.974 2.866 1.215
F -7.346 2.627 1.206
F -5.644 3.588 2.321
F -5.702 3.583 0.096
C -4.926 0.008 2.983
C -4.795 0.758 4.259
H -4.541 1.834 4.057
H -5.716 0.739 4.913
H -3.921 0.546 4.916
H -3.991 -0.236 2.451
H -5.503 -0.909 3.063
H -4.294 1.834 1.724
C -0.601 0.364 0.604
O -0.019 0.629 -0.697
O -1.732 -0.224 0.652
C 0.327 -0.464 1.615
F -0.132 -0.513 2.831
F 0.328 -1.740 1.241
F 1.638 -0.100 1.760
C 0.834 -0.308 -1.286
C 1.240 0.117 -2.756
H 1.686 1.117 -2.797
H 2.024 -0.501 -3.144
H 0.408 -0.019 -3.528
H 0.382 -1.331 -1.416
H 1.778 -0.367 -0.749
H -0.688 1.374 0.992
C 0.526 -6.606 3.260
C 1.511 -5.844 2.393
C 0.678 -4.815 1.636
O -0.520 -5.195 0.917
C -0.219 -6.160 -0.100
N 2.547 -5.148 3.139
H 1.074 -7.368 3.867
H -0.174 -7.157 2.558
H -0.044 -5.893 3.843
H 2.016 -6.537 1.652
H 1.299 -4.258 0.896
H 0.374 -4.086 2.377
H -1.139 -6.691 -0.428
H 0.563 -6.893 0.145
H 0.121 -5.722 -1.036
H 2.142 -4.683 3.936
H 3.038 -4.477 2.531
C 2.548 -0.827 -5.974
C 1.483 0.277 -6.009
C 1.385 0.707 -7.435
O 0.287 1.629 -7.524
C 0.207 2.277 -8.732
N 0.195 -0.124 -5.527
H 3.597 -0.522 -6.166
H 2.306 -1.675 -6.564
H 2.602 -1.130 -4.916
H 1.846 1.138 -5.437
H 1.240 -0.177 -8.113
H 2.339 1.269 -7.693
H 0.990 2.955 -8.971
H -0.688 2.831 -8.635
H 0.149 1.643 -9.613
H -0.496 0.663 -5.434
H -0.291 -0.707 -6.202
C 4.513 1.593 1.033
C 5.726 0.661 1.032
C 6.396 0.620 -0.311
O 5.483 0.325 -1.351
C 5.842 1.061 -2.485
N 6.753 1.113 1.987
H 4.725 2.642 0.862
H 3.911 1.531 1.907
H 3.800 1.186 0.261
H 5.288 -0.281 1.296
H 7.307 -0.052 -0.265
H 6.836 1.582 -0.597
H 5.817 2.135 -2.270
H 5.151 0.735 -3.281
H 6.849 0.787 -2.796
H 6.232 1.178 2.835
H 6.906 2.061 1.730
C -2.378 5.699 4.446
C -1.723 4.972 5.637
C -1.223 3.609 5.316
O -0.124 3.724 4.462
C 0.612 2.502 4.451
N -0.586 5.661 6.331
H -2.616 6.723 4.781
H -3.242 5.166 4.047
H -1.666 5.759 3.612
H -2.561 4.753 6.303
H -1.976 3.024 4.794
H -0.942 3.160 6.291
H 1.139 2.252 5.390
H 1.337 2.544 3.622
H -0.124 1.704 4.212
H 0.125 5.889 5.626
H -0.885 6.556 6.695
C 0.964 6.856 -1.891
C -0.302 6.408 -1.251
C -0.099 5.703 0.066
O 0.672 4.580 -0.292
C 1.183 3.856 0.793
N -1.218 7.512 -1.046
H 0.680 7.260 -2.858
H 1.631 5.997 -2.095
H 1.433 7.678 -1.299
H -0.737 5.683 -1.907
H -1.083 5.372 0.486
H 0.405 6.316 0.835
H 1.586 4.484 1.636
H 1.848 3.100 0.461
H 0.323 3.281 1.228
H -2.105 7.220 -0.691
H -0.806 8.098 -0.291
C -1.985 2.826 -1.969
C -3.096 2.015 -2.664
C -3.414 1.975 -4.170
O -2.767 1.031 -5.067
C -3.434 0.863 -6.292
N -3.159 0.617 -2.201
H -2.026 3.848 -2.403
H -0.920 2.451 -2.013
H -2.242 2.954 -0.899
H -4.051 2.468 -2.295
H -3.290 2.940 -4.640
H -4.475 1.803 -4.109
H -4.453 0.460 -6.190
H -2.846 0.093 -6.788
H -3.454 1.762 -6.912
H -2.307 0.096 -2.443
H -3.899 0.178 -2.732
C -6.288 -5.156 3.578
C -5.144 -5.521 4.504
C -4.099 -4.415 4.373
O -3.590 -4.390 3.024
C -2.594 -3.369 2.882
N -5.590 -5.706 5.882
H -6.878 -4.334 3.980
H -6.950 -6.023 3.455
H -5.885 -4.818 2.633
H -4.674 -6.431 4.123
H -3.199 -4.596 4.943
H -4.458 -3.412 4.642
H -1.681 -3.508 3.569
H -3.017 -2.339 2.991
H -2.178 -3.446 1.897
H -4.942 -6.196 6.477
H -6.438 -6.265 5.881
C 4.551 3.951 -6.215
C 3.675 5.041 -5.541
C 2.253 4.619 -5.595
O 1.916 3.566 -4.740
C 0.513 3.477 -4.498
N 4.222 5.418 -4.228
H 4.120 3.569 -7.133
H 4.640 3.107 -5.455
H 5.565 4.260 -6.457
H 3.759 6.012 -6.046
H 1.915 4.318 -6.598
H 1.648 5.508 -5.302
H 0.384 2.506 -4.028
H -0.163 3.543 -5.361
H 0.116 4.270 -3.867
H 3.531 6.063 -3.797
H 4.183 4.591 -3.620
C -0.658 -3.163 6.663
C 0.849 -3.219 6.700
C 1.417 -2.422 5.578
O 2.838 -2.473 5.744
C 3.618 -1.541 5.132
N 1.332 -2.565 7.921
H -0.996 -3.597 5.695
H -1.104 -2.203 6.946
H -0.900 -3.947 7.397
H 1.156 -4.249 6.721
H 0.963 -1.471 5.759
H 1.178 -2.684 4.485
H 3.788 -0.589 5.770
H 3.229 -1.273 4.111
H 4.608 -2.000 5.038
H 2.335 -2.589 8.092
H 0.815 -2.728 8.820
C 5.650 -3.428 0.097
C 4.162 -3.003 -0.197
C 3.477 -4.251 -0.754
O 3.773 -4.414 -2.133
C 2.893 -3.744 -2.975
N 3.512 -2.579 1.074
H 5.715 -4.248 0.844
H 6.269 -2.542 0.424
H 6.115 -3.802 -0.803
H 4.141 -2.180 -0.933
H 2.391 -4.184 -0.721
H 3.738 -5.141 -0.155
H 3.001 -4.111 -4.015
H 3.127 -2.688 -2.933
H 1.816 -3.951 -2.689
H 2.553 -2.381 0.894
H 3.896 -1.723 1.461
```